1.
This record from OMol25 describes a molecular structure, C44H76AlBr2Ca2Cl2F11N7O17P2S2 at a distorted geometry. The level of theory is the ωB97M-V functional and the def2-TZVPD basis.

Properties
LUMO level in eV: -8.01
E_HOMO in eV: -8.92
E in a.u.: -13627.04885
Frontier orbital gap in eV: 0.9

Structure (ORCA input):
```
! wB97M-V def2-TZVPD RIJCOSX def2/J DEFGRID3
* xyz 1 1
C -0.44680 7.80838 -3.20998
C -2.05507 7.75240 -3.02897
C -2.46290 6.72320 -1.86182
C -2.21908 5.19232 -2.28465
N -1.85135 4.43676 -1.03592
N -2.21105 3.10682 -1.15138
C -3.60667 2.67771 -1.00856
C -4.79103 3.74825 -0.69180
O -5.32936 3.35563 0.58150
C -5.50259 4.47884 1.48863
C -3.98794 1.15611 -1.16235
C -5.51427 0.63341 -1.06493
O -5.87285 0.22606 -2.42742
C -6.26319 1.35873 -3.22932
C -5.12590 1.92339 -4.20974
O -4.99079 1.20205 -5.48248
C -4.55975 2.12898 -6.54407
C -3.15736 2.85710 -6.27973
C -2.87518 0.05610 -1.42574
C -3.17958 -1.50269 -1.54800
O -2.58301 -2.25432 -0.69826
N -4.11066 -2.12323 -2.52059
C -3.56130 -3.34736 -3.12391
O -3.25260 -3.37925 -4.34178
F -3.40972 -4.54326 -2.36868
C -1.40688 0.62740 -1.56325
C -0.23378 -0.45937 -1.83061
C 0.37396 -0.77894 -0.34218
C 1.86592 -1.35110 -0.38238
F 2.74094 -0.64174 -1.25764
Br 1.75152 -3.27570 -1.02351
C 2.39843 -1.41703 1.14851
F 2.10395 -0.22758 1.89360
F 3.81465 -1.56660 1.16656
Br 1.45982 -2.90540 2.12210
C -1.11270 2.17157 -1.44059
P 0.63056 2.89743 -1.65275
C 1.07013 2.54970 -3.49465
O 1.78950 2.07147 -0.68921
H -0.17543 7.76044 -4.31915
H -0.01745 8.75818 -2.71917
H 0.00016 6.92343 -2.61001
H -2.58503 7.51323 -4.02370
H -2.39485 8.79831 -2.70640
H -1.79936 6.95583 -0.94549
H -3.55059 6.85261 -1.52584
H -1.38102 5.06387 -3.07156
H -3.16726 4.73266 -2.75856
H -2.32319 4.88976 -0.22560
H -5.52313 3.68008 -1.56804
H -4.41127 4.82345 -0.61793
H -6.10226 4.11690 2.41351
H -6.07601 5.36841 1.05482
H -4.46942 4.78760 1.88341
H -5.56785 -0.25556 -0.32865
H -6.24381 1.41827 -0.66886
H -6.66558 2.24400 -2.60888
H -7.14783 1.00008 -3.89030
H -4.08346 2.00666 -3.75241
H -5.43716 3.00849 -4.48549
H -5.35502 2.96236 -6.67956
H -4.48639 1.54580 -7.56730
H -2.24095 2.16732 -6.36731
H -3.08080 3.41543 -5.28702
H -3.01793 3.66007 -7.10517
H -4.98964 -2.32834 -1.99219
H 0.56771 -0.07322 -2.55058
H -0.63771 -1.44010 -2.26497
H -0.34151 -1.50532 0.20332
H 0.27812 0.22473 0.22868
H 2.14338 2.13033 -3.60016
H 1.05017 3.52483 -4.10733
H 0.32954 1.82793 -3.99787
H 2.63693 2.56777 -0.85054
O 6.95683 -1.89587 6.69943
P 6.10686 -3.10333 6.27741
N 4.86431 -2.08544 5.62688
C 3.43233 -2.32891 5.58761
C 5.26309 -1.31911 4.44265
N 5.69188 -3.48623 7.92479
C 4.34191 -3.47710 8.45546
C 6.59737 -3.01271 8.97423
N 5.19255 -4.53272 5.76814
C 5.67803 -5.79721 6.38190
C 5.30560 -4.77699 4.31037
H 3.14272 -3.09848 4.86429
H 2.89217 -1.41577 5.31212
H 3.01327 -2.59970 6.55085
H 5.32783 -1.95278 3.55069
H 6.23967 -0.85012 4.58351
H 4.56225 -0.50624 4.22921
H 3.94719 -2.46048 8.55011
H 4.30969 -3.93858 9.44912
H 3.66484 -4.08826 7.85579
H 6.44370 -1.94408 9.18255
H 7.63953 -3.16833 8.69262
H 6.44832 -3.56499 9.90613
H 6.74361 -5.94852 6.18326
H 5.12410 -6.65632 5.99237
H 5.52796 -5.83191 7.46115
H 6.35223 -4.82388 3.99476
H 4.80990 -4.00376 3.72239
H 4.81406 -5.71232 4.02909
F 8.53132 -8.12830 6.40547
Al 7.58153 -9.44469 7.13540
F 8.46273 -10.10957 8.52332
F 7.31944 -10.72129 5.92943
F 6.01239 -8.80683 7.67533
F 13.84684 -7.23595 3.68045
C 12.81104 -6.43730 3.98162
C 11.69494 -6.97480 4.60460
C 10.62367 -6.14603 4.92119
C 10.67680 -4.79025 4.60105
C 11.80073 -4.26241 3.97099
C 12.87665 -5.08900 3.66424
H 11.66833 -8.03282 4.83834
H 9.74837 -6.55566 5.41599
H 9.83833 -4.14421 4.84461
H 11.83861 -3.20743 3.71898
H 13.76326 -4.69392 3.18196
Ca 0.15102 -4.35857 -2.42737
C 1.35018 6.90984 -6.66244
O 1.59358 6.58946 -7.85349
O 1.44993 8.24644 -6.49366
O 1.04673 6.21731 -5.66841
H 1.68041 8.37049 -7.43509
C -5.96734 1.22059 4.22630
C -7.16767 1.79135 4.96807
O -7.79144 0.98021 5.69196
O -7.38750 3.01019 4.76375
H -5.82909 0.15855 4.44574
H -6.11118 1.33572 3.14769
H -5.06124 1.75531 4.52283
Ca -5.95268 0.44082 -6.93171
N 3.37051 -13.52577 7.24457
S 2.41409 -12.57427 8.05898
O 1.66490 -11.59323 7.30726
O 2.83956 -12.17939 9.38031
F 1.26097 -13.61656 8.41693
S 4.61673 -12.75350 6.67085
O 5.33889 -13.49511 5.66146
O 5.45205 -12.03101 7.60132
F 3.97466 -11.59014 5.80099
Cl 2.49581 7.56607 -12.56174
C 0.87553 7.41672 -11.83700
C 0.35796 8.74157 -11.31320
Cl 1.27012 9.30177 -9.89120
H 0.92573 6.66501 -11.04665
H 0.21212 7.04416 -12.62080
H -0.68318 8.63597 -11.00050
H 0.40617 9.52192 -12.07506
C -10.59035 5.44887 -6.11383
C -9.96374 4.12489 -6.51196
O -8.87428 3.73645 -5.67728
C -9.16971 3.54284 -4.29894
C -10.19097 2.44822 -4.04419
H -9.83204 6.23437 -6.06168
H -11.35306 5.74263 -6.83835
H -11.06805 5.38968 -5.13364
H -9.55867 4.21913 -7.52278
H -10.71429 3.32925 -6.55086
H -9.48064 4.48675 -3.84154
H -8.22806 3.26107 -3.81929
H -11.17147 2.71198 -4.44713
H -10.30710 2.27644 -2.97112
H -9.88276 1.51356 -4.52170
*
```


2.
This record from OMol25 describes 10 unconnected molecules or ions with the total composition C44H81FN2O9PS at a distorted geometry. The level of theory is the ωB97M-V functional and the def2-TZVPD basis.

Properties
LUMO level in eV: -4.37
E_HOMO in eV: -10.68
E in a.u.: -3350.38241
Frontier orbital gap in eV: 6.3

Structure (ORCA input):
```
! wB97M-V def2-TZVPD RIJCOSX def2/J DEFGRID3
* xyz 1 1
C 0.16039 7.74710 -1.44846
C 1.14767 6.85008 -1.94825
C 2.19550 5.93283 -2.87008
C 2.04276 4.34743 -2.47910
C 0.64283 3.64922 -3.05826
C 0.36601 2.33934 -2.09140
C 0.94876 0.88179 -2.50063
P 1.94997 0.64988 -4.11710
S 3.21001 -0.84973 -3.88778
N 0.72366 -0.25757 -1.59443
N 0.03023 -0.05830 -0.44639
C -0.05651 -1.36024 0.38980
C 0.80016 -1.26941 1.79797
C 1.45588 -2.73513 2.25844
C 2.59380 -3.29797 1.22264
C 0.30271 -3.84799 2.67308
C -0.64994 1.12821 0.16121
C -1.46157 1.25399 1.57122
C -0.44552 1.71065 2.82061
F -2.35115 0.12543 1.92264
C -0.50138 2.54213 -0.72111
C -1.08506 4.00277 -0.30192
H -0.79401 8.44747 -1.31560
H 3.28426 6.26172 -2.50693
H 2.10118 6.15213 -4.01872
H 2.97844 3.68619 -2.78883
H 1.98373 4.25946 -1.29180
H -0.25216 4.39974 -3.12445
H 0.88747 3.33613 -4.18343
H 2.79377 1.84029 -4.26815
H 1.11997 0.51403 -5.29984
H 0.41655 -2.28744 -0.19623
H -1.19351 -1.68707 0.55384
H 1.60593 -0.40443 1.76592
H -0.01020 -1.03657 2.64338
H 2.02970 -2.48993 3.27640
H 3.56347 -3.60898 1.83708
H 2.82196 -2.60357 0.30677
H 2.16649 -4.32087 0.77919
H 0.89836 -4.83719 2.94617
H -0.28156 -3.50730 3.65721
H -0.46805 -3.99167 1.80551
H -2.19930 2.18839 1.46270
H -0.65507 2.81340 3.18740
H 0.63467 1.75446 2.31387
H -0.39578 0.91916 3.68084
H -2.15836 3.97853 0.22076
H -0.38809 4.56398 0.48729
H -1.20496 4.76791 -1.19929
C 2.82750 -0.15055 -9.44969
C 1.83473 -0.30524 -8.32873
O 1.97969 0.28765 -7.26093
C 0.65774 -1.21351 -8.56492
H 3.62331 0.53421 -9.13755
H 3.27326 -1.11958 -9.68763
H 2.33205 0.26704 -10.32970
H 1.00678 -2.22997 -8.76343
H 0.06561 -0.84327 -9.40561
H 0.02568 -1.22837 -7.67060
C -3.64793 -3.36986 -7.78545
C -3.08851 -2.20718 -8.56086
O -1.88744 -1.94328 -8.53842
C -4.05565 -1.37989 -9.36478
H -2.83520 -3.87558 -7.25314
H -4.37627 -3.01227 -7.05334
H -4.11453 -4.08274 -8.46983
H -4.80220 -0.93355 -8.70306
H -4.54048 -2.00416 -10.11955
H -3.51133 -0.57601 -9.87176
C 3.50889 -7.28166 5.33307
C 2.15830 -6.74066 4.94668
O 1.89575 -6.45226 3.78023
C 1.14143 -6.56618 6.04285
H 4.13953 -7.35419 4.44051
H 3.98897 -6.60742 6.04668
H 3.39952 -8.27912 5.76597
H 1.51599 -5.86000 6.78813
H 0.92661 -7.53182 6.50743
H 0.21412 -6.16782 5.61748
C -3.74483 7.34962 -0.81603
C -3.54422 8.53010 0.09626
O -2.43608 9.04337 0.24219
C -4.75205 9.05821 0.82311
H -2.78736 7.07744 -1.27297
H -4.11418 6.49559 -0.24286
H -4.44986 7.60910 -1.60970
H -5.16632 8.28031 1.46939
H -5.50201 9.39379 0.10242
H -4.45749 9.91034 1.44491
C 0.42783 11.56910 -5.03172
C -0.81713 11.79213 -4.21539
O -1.61406 12.68554 -4.49722
C -1.04918 10.87964 -3.04083
H 0.46356 12.30068 -5.84606
H 1.31250 11.70117 -4.40384
H 0.41391 10.56537 -5.46372
H -0.23032 10.98098 -2.32416
H -1.12885 9.84513 -3.38415
H -1.98535 11.15747 -2.54493
C -1.67164 9.79490 3.03177
C -1.74917 10.88437 4.06768
O -2.25134 11.97692 3.80908
C -1.18842 10.58522 5.43228
H -2.11440 10.15210 2.09581
H -0.62721 9.53186 2.84660
H -2.23044 8.91919 3.37112
H -0.12239 10.35740 5.35413
H -1.72569 9.74463 5.87859
H -1.31307 11.46244 6.07606
C 1.94143 -6.41885 -3.31583
C 2.34681 -5.30027 -2.39359
O 2.77913 -5.52808 -1.26491
C 2.20268 -3.89214 -2.90589
H 2.09976 -7.37895 -2.81306
H 0.88216 -6.32679 -3.56840
H 2.55243 -6.39344 -4.22155
H 1.15501 -3.68743 -3.14020
H 2.82533 -3.75418 -3.79343
H 2.53285 -3.18943 -2.13342
C -0.85754 -8.47220 9.32978
C 0.57040 -8.94069 9.41668
O 1.31052 -8.91897 8.43461
C 1.05765 -9.43682 10.75179
H -1.06956 -8.14249 8.30705
H -1.53391 -9.29338 9.57982
H -1.01410 -7.62993 10.00827
H 0.46664 -10.30105 11.06524
H 0.98636 -8.63748 11.49369
H 2.10591 -9.74197 10.66492
C 0.78404 -12.50552 6.95612
C -0.29227 -11.66158 6.32733
O -1.25281 -11.25973 6.98200
C -0.14777 -11.32842 4.86645
H 0.54800 -12.66575 8.01359
H 0.83334 -13.47683 6.45768
H 1.74648 -11.99254 6.88649
H -0.14002 -12.24730 4.27482
H 0.77324 -10.76301 4.70371
H -0.99698 -10.71411 4.54867
*
```


3.
This record from OMol25 describes 17 unconnected molecules or ions with the total composition C44H82O37S7 at a distorted geometry. The level of theory is the ωB97M-V functional and the def2-TZVPD basis.

Properties
LUMO level in eV: -0.89
E_HOMO in eV: -7.92
E in a.u.: -7296.54181
Frontier orbital gap in eV: 7.0

Structure (ORCA input):
```
! wB97M-V def2-TZVPD RIJCOSX def2/J DEFGRID3
* xyz 0 1
C 12.60568 -20.27373 21.42567
C 11.94760 -19.17272 20.62106
O 11.46400 -18.28765 21.53107
C 11.78145 -18.56748 22.75352
O 11.50571 -17.93556 23.65683
O 12.62215 -19.63247 22.72262
H 13.61270 -20.50049 21.07557
H 12.03963 -21.19897 21.53341
H 11.11229 -19.58399 20.05430
H 12.72884 -18.77806 19.97144
C 17.02295 -21.55594 18.44033
C 18.53978 -21.68657 18.16652
O 18.85097 -20.28345 18.07583
C 17.86166 -19.48543 18.54792
O 17.96815 -18.23096 18.66472
O 16.84124 -20.22080 18.72332
H 16.77713 -22.19503 19.28840
H 16.48257 -21.89420 17.55619
H 18.89193 -22.17422 17.25752
H 19.00407 -22.11068 19.05685
C 16.66740 -13.80152 23.17682
C 16.06436 -12.56760 22.62305
O 14.98085 -13.11972 22.03822
C 15.02807 -14.42492 21.76483
O 14.15044 -15.02259 21.13535
O 16.20181 -14.81422 22.25457
H 16.37281 -14.15455 24.16509
H 17.72051 -13.60245 23.37545
H 16.55835 -11.96587 21.86017
H 15.86438 -11.98922 23.52504
C 13.46305 -21.99500 14.04432
C 13.50221 -20.62341 14.46326
O 12.41127 -20.08678 13.79391
C 11.70130 -20.99487 13.12024
O 10.75944 -20.74741 12.26702
O 12.32171 -22.14901 13.18105
H 13.33124 -22.71289 14.85387
H 14.34322 -22.20552 13.43679
H 14.40601 -20.13825 14.09466
H 13.34878 -20.45196 15.52870
C 15.66590 -12.05985 14.04890
C 15.98067 -11.81299 15.48992
O 14.75327 -11.86846 16.08088
C 13.83212 -11.45998 15.20362
O 12.63453 -11.23564 15.39484
O 14.35177 -11.48170 13.99245
H 15.77658 -13.11958 13.81904
H 16.30611 -11.40023 13.46311
H 16.44558 -10.83878 15.64117
H 16.57233 -12.52173 16.06935
C 18.88063 -17.11278 15.70891
C 19.93665 -16.08039 16.04683
O 19.46128 -14.85858 15.51498
C 18.54636 -15.21485 14.58572
O 18.04576 -14.48968 13.76555
O 18.34018 -16.51777 14.57385
H 18.17322 -17.27435 16.52228
H 19.37178 -18.06661 15.51633
H 20.82142 -16.44480 15.52484
H 20.20405 -16.15187 17.10111
C 12.73649 -14.74140 14.61198
C 12.39838 -16.01559 13.82933
O 11.06848 -15.69125 13.47689
C 10.58096 -14.55270 14.01798
O 9.48314 -14.05175 13.85811
O 11.53407 -14.03784 14.82999
H 13.32914 -14.15022 13.91385
H 13.12349 -14.88940 15.62016
H 12.55978 -16.90875 14.43290
H 13.13294 -16.01666 13.02404
C 16.91451 -14.89016 10.83595
C 15.47595 -14.96434 11.25353
O 14.71781 -14.53060 10.15994
C 15.57307 -14.49619 9.05136
O 15.15101 -14.59474 7.88019
O 16.88699 -14.55443 9.42054
H 17.30185 -15.90355 10.94137
H 17.62667 -14.26738 11.37731
H 15.32238 -14.35459 12.14387
H 15.34464 -15.99678 11.57744
C 17.04002 -18.22659 22.23450
C 16.32773 -18.91092 23.37234
O 16.91510 -20.16881 23.41676
C 17.82331 -20.27576 22.47649
O 18.55643 -21.19982 22.31028
O 18.07437 -19.02339 21.92239
H 17.33448 -17.22353 22.54313
H 16.42870 -18.07750 21.34447
H 15.25416 -18.77540 23.24125
H 16.67287 -18.45164 24.29864
C 9.47665 -19.24466 15.24308
C 8.55492 -18.08373 14.89430
O 8.78573 -17.13196 15.91497
C 9.77424 -17.56030 16.76449
O 10.24990 -16.91652 17.72770
O 10.09212 -18.81999 16.46294
H 10.18281 -19.36001 14.42081
H 8.87018 -20.14294 15.35877
H 7.54671 -18.44950 14.69986
H 8.92508 -17.76623 13.91948
C 20.12931 -17.55912 24.54344
S 20.08221 -15.82118 23.78939
O 19.01402 -15.60691 22.76147
C 19.54864 -14.91482 25.33038
H 20.33254 -18.35245 23.82411
H 19.14985 -17.83805 24.93195
H 20.95961 -17.63903 25.24509
H 19.12754 -13.99908 24.91542
H 20.41516 -14.72883 25.96495
H 18.75558 -15.44153 25.86117
C 19.91013 -12.58327 20.13859
S 20.62942 -14.28367 19.78397
O 20.88439 -14.36981 18.29631
C 22.23916 -14.02434 20.73406
H 19.86099 -12.38940 21.21008
H 18.82694 -12.69971 20.10315
H 20.15676 -11.68116 19.57870
H 22.08896 -14.19451 21.80017
H 22.59537 -13.04566 20.41249
H 23.05186 -14.67565 20.41251
C 20.72980 -18.72183 20.32493
S 22.34381 -17.86120 20.55060
O 23.33920 -19.00200 20.88515
C 22.77563 -17.39723 18.78741
H 19.91413 -18.01383 20.17822
H 20.51431 -19.43225 21.12303
H 20.79662 -19.27350 19.38723
H 22.00467 -16.87146 18.22413
H 23.18080 -18.28578 18.30326
H 23.61300 -16.70168 18.84329
C 22.46340 -10.95533 14.29132
S 21.86118 -10.70585 15.97501
O 21.74737 -9.19149 16.17333
C 20.04276 -11.12740 15.65586
H 23.49591 -10.60604 14.28607
H 21.91053 -10.38041 13.54842
H 22.43553 -12.04171 14.20705
H 19.44234 -11.24530 16.55792
H 20.10388 -12.12777 15.22736
H 19.72454 -10.59697 14.75838
C 9.03082 -13.56571 17.85348
S 10.41644 -12.23975 17.97700
O 9.95266 -11.71378 19.34422
C 11.69064 -13.49694 18.29761
H 9.34740 -14.13988 16.98272
H 8.06582 -13.08667 17.68800
H 8.97061 -14.29612 18.66031
H 12.01426 -13.86310 17.32329
H 11.36978 -14.38588 18.84070
H 12.60145 -13.18889 18.81105
C 16.98929 -14.60576 18.26868
S 15.30348 -14.93763 17.49382
O 15.77222 -15.24242 16.02672
C 14.79254 -16.55348 18.25567
H 16.94360 -13.95823 19.14431
H 17.48715 -13.96923 17.53720
H 17.52385 -15.54800 18.38932
H 13.70725 -16.64302 18.20834
H 15.07924 -16.94716 19.23083
H 15.27871 -17.22410 17.54715
C 15.66316 -10.67153 18.90714
S 16.38685 -9.14717 19.77731
O 17.64942 -9.75047 20.41082
C 16.88071 -8.08466 18.36824
H 14.82312 -10.31555 18.31073
H 15.37001 -11.42302 19.64025
H 16.40003 -10.90071 18.13733
H 16.02949 -7.95840 17.69921
H 17.69083 -8.57021 17.82413
H 17.32363 -7.10873 18.56689
*
```